[1]
This record from OMol25 describes one molecule with the formula C24H40N4O4S. The level of theory is ωB97M-V/def2-TZVPD.

## Properties
SMILES: CCCCN(CCCNC(=O)C1CCN(S(=O)(=O)N2CCOCC2)CC1)Cc1ccccc1
Spin multiplicity: 1
Relative energy (zero: lowest compared OMol25 entry of this formula, charge and spin), eV: 0.000
Total charge: 0
Strongest force on any atom, eV Å⁻¹: 1.0
Kohn-Sham gap, eV: 9.4

The geometry in XYZ format:
```
73
Properties=species:S:1:pos:R:3:forces:R:3:nbo_charge:R:1
C -5.270975 -4.542327 2.004375 0.2 0.1 0.1 -0.60
C -4.271464 -3.396149 1.907678 -0.3 0.0 -0.2 -0.39
C -4.648798 -2.406131 0.809147 0.4 0.2 0.1 -0.42
C -3.628846 -1.261711 0.721791 -0.2 -0.2 0.0 -0.21
N -3.879318 -0.244499 -0.285593 0.0 -0.1 -0.1 -0.48
C -5.126652 0.486980 -0.100866 -0.1 0.3 -0.2 -0.22
C -4.970048 1.965622 -0.476878 0.0 -0.2 0.4 -0.41
C -4.108045 2.724407 0.525340 0.0 0.3 -0.1 -0.21
N -2.763138 2.187948 0.537744 -0.3 -0.2 -0.2 -0.67
C -1.783792 2.775675 1.241494 0.6 -0.3 0.0 0.69
O -1.934775 3.831916 1.827458 -0.1 0.4 0.2 -0.64
C -0.420084 2.079628 1.211156 -0.2 0.1 -0.1 -0.31
C -0.459491 0.552745 1.189295 0.3 0.1 0.1 -0.41
C 0.967342 0.009589 1.170838 -0.4 -0.4 0.3 -0.22
N 1.649382 0.509736 -0.000956 0.6 -0.5 -0.4 -0.68
S 3.035702 -0.296753 -0.387400 -0.3 0.4 0.5 2.47
O 2.739284 -1.695548 -0.365543 0.0 -0.1 0.3 -0.95
O 3.550702 0.279141 -1.590759 0.1 0.3 0.0 -0.95
N 4.064024 0.079624 0.901154 -0.6 -0.2 -0.8 -0.70
C 5.217319 0.890489 0.549454 0.5 0.2 -0.3 -0.25
C 6.327293 0.026579 -0.053746 -0.1 0.3 0.0 -0.09
O 6.681876 -1.026529 0.815684 0.2 0.0 0.1 -0.52
C 5.572062 -1.850106 1.097907 -0.3 -0.1 0.2 -0.09
C 4.437577 -1.047143 1.738732 0.2 -0.6 0.1 -0.25
C 1.754715 1.952229 -0.028073 0.0 0.5 -0.3 -0.24
C 0.359734 2.571703 -0.013079 0.2 -0.1 0.2 -0.39
C -3.668677 -0.704821 -1.658962 0.1 0.0 0.1 -0.24
C -2.203441 -0.679532 -2.013401 -0.1 -0.1 -0.1 -0.05
C -1.395546 -1.794683 -1.825786 -0.1 0.0 0.0 -0.22
C -0.044380 -1.746876 -2.124722 0.1 0.0 0.0 -0.20
C 0.513807 -0.589342 -2.638489 -0.1 -0.1 -0.1 -0.20
C -0.286522 0.521335 -2.845203 0.0 0.0 -0.1 -0.22
C -1.632025 0.480245 -2.523309 0.0 0.0 0.0 -0.18
H -6.267023 -4.163263 2.222880 -0.1 0.0 0.0 0.20
H -4.985910 -5.232596 2.794609 -0.1 -0.1 0.1 0.21
H -5.313052 -5.093036 1.067114 0.0 -0.1 -0.1 0.20
H -3.275953 -3.797791 1.704713 0.1 0.0 0.1 0.19
H -4.226507 -2.872093 2.865264 0.1 0.0 0.0 0.19
H -4.697647 -2.936491 -0.144248 -0.1 0.0 -0.1 0.19
H -5.641937 -2.000246 1.014111 -0.1 0.0 0.0 0.20
H -2.638125 -1.679115 0.525150 0.0 0.0 0.1 0.20
H -3.586140 -0.753864 1.691265 0.1 0.0 0.0 0.20
H -5.946713 0.045436 -0.687402 0.0 -0.1 0.1 0.18
H -5.404981 0.430268 0.953660 -0.1 0.0 0.0 0.20
H -5.958043 2.427032 -0.509244 0.0 0.0 -0.1 0.22
H -4.525374 2.049903 -1.469125 0.0 0.0 -0.1 0.20
H -4.547390 2.653764 1.529132 0.0 0.1 -0.1 0.19
H -4.055859 3.787615 0.269676 -0.1 -0.1 0.1 0.21
H -2.691621 1.246308 0.165323 0.2 0.0 0.1 0.44
H 0.106104 2.413578 2.112700 -0.1 0.0 0.0 0.22
H -0.955126 0.198263 0.286463 -0.1 -0.1 -0.1 0.22
H -0.985091 0.167444 2.064113 0.0 -0.1 0.0 0.22
H 1.503171 0.307959 2.085155 0.0 0.0 0.0 0.18
H 0.971107 -1.077899 1.092957 -0.1 0.0 0.2 0.23
H 5.571207 1.378574 1.463181 -0.1 0.0 -0.1 0.21
H 4.892858 1.639128 -0.170523 0.2 0.1 0.1 0.23
H 5.972449 -0.374885 -1.014005 0.1 0.0 0.1 0.18
H 7.235563 0.610855 -0.209526 -0.1 0.0 -0.1 0.20
H 5.933349 -2.625056 1.775947 -0.1 0.0 -0.1 0.20
H 5.193139 -2.309784 0.173499 0.1 0.0 0.1 0.18
H 3.558405 -1.676082 1.864169 0.1 -0.1 0.2 0.23
H 4.755193 -0.649800 2.708089 -0.1 0.0 -0.1 0.20
H 2.333702 2.308669 0.837712 0.0 0.0 0.0 0.18
H 2.288186 2.209387 -0.943313 0.0 0.2 0.1 0.23
H -0.172286 2.275854 -0.916829 0.0 0.1 0.0 0.22
H 0.443979 3.658819 0.010462 0.0 0.0 0.0 0.23
H -4.072804 -1.715127 -1.814663 0.0 0.1 0.0 0.19
H -4.204624 -0.027765 -2.327066 0.0 -0.1 0.0 0.21
H -1.829869 -2.712783 -1.454391 -0.1 -0.1 0.0 0.21
H 0.580600 -2.609623 -1.954734 0.1 -0.1 0.0 0.22
H 1.565966 -0.553071 -2.868675 0.1 0.0 -0.1 0.23
H 0.140490 1.421285 -3.263305 0.0 0.1 0.0 0.21
H -2.250130 1.353950 -2.678424 -0.1 0.1 0.0 0.20
```
Positions in Å, forces in eV/Å.

=====

[2]
This record from OMol25 describes a 7-piece molecular cluster, C6H28N2O6 overall at a distorted geometry. The level of theory is ωB97M-V/def2-TZVPD.

## Properties
SMILES: CC(C)CCNCN.O.O.O.O.O.O
Spin multiplicity: 1
Relative energy (zero: lowest compared OMol25 entry of this formula, charge and spin), eV: 2.023
Total charge: 0
Strongest force on any atom, eV Å⁻¹: 1.8
Kohn-Sham gap, eV: 9.0

The geometry in XYZ format:
```
42
Properties=species:S:1:pos:R:3:forces:R:3:nbo_charge:R:1
C 0.241098 -1.373332 2.543741 -0.4 1.2 -0.1 -0.61
C 0.458794 -1.059945 1.068385 1.1 -1.3 -0.6 -0.20
C 1.965111 -1.063572 0.701788 0.1 0.4 -0.4 -0.62
C -0.320561 -2.047122 0.192563 -1.0 -0.5 0.4 -0.43
C -1.809866 -1.673988 0.215716 -1.3 0.6 -0.5 -0.23
N -2.477891 -1.526702 -1.082728 -0.4 -0.1 0.0 -0.66
C -2.427107 -0.217952 -1.661693 1.6 0.4 0.2 -0.05
N -1.077929 0.386293 -1.859235 -0.8 0.3 -0.2 -0.90
H 0.516211 -2.401519 2.775388 0.0 0.1 0.1 0.21
H 0.820465 -0.652687 3.121288 0.3 -0.3 0.2 0.22
H -0.788315 -1.154744 2.849402 -0.1 -0.4 -0.1 0.20
H 0.077886 -0.089606 0.769944 -0.1 0.4 0.6 0.18
H 2.165150 -0.074193 0.279704 0.4 -0.2 -0.2 0.22
H 2.210558 -1.826579 -0.037017 -0.1 0.1 -0.2 0.20
H 2.716851 -1.199869 1.479220 -0.5 0.0 0.5 0.22
H -0.045372 -2.106542 -0.856340 0.4 0.5 -0.1 0.21
H -0.202804 -3.072823 0.541285 0.2 -0.1 0.3 0.20
H -2.520366 -2.225705 0.836171 0.7 -0.7 0.2 0.21
H -1.908815 -0.683972 0.663574 0.2 0.3 0.1 0.17
H -2.403593 -2.310418 -1.712874 0.2 0.1 0.0 0.36
H -2.955853 0.458224 -0.980084 -0.2 0.0 -0.2 0.16
H -2.833271 -0.163008 -2.661959 -0.7 -0.3 0.0 0.19
H -0.656165 0.049003 -2.711303 0.4 -0.3 0.2 0.38
H -0.482816 0.272145 -1.051563 0.2 -0.1 -0.2 0.36
O 0.230253 -1.879415 -4.194091 -0.5 -0.8 -0.5 -0.93
H 0.079633 -1.999717 -5.145211 0.2 0.5 0.1 0.47
H -0.053584 -2.757387 -3.891315 0.2 0.4 0.4 0.47
O -1.902418 3.074376 -1.100496 0.4 0.4 -0.5 -0.95
H -1.019222 2.988414 -1.491876 0.1 0.2 0.5 0.49
H -2.346527 2.518125 -1.742329 -0.6 -0.3 0.0 0.49
O 0.450412 2.103050 2.220700 0.6 0.0 0.3 -0.98
H -0.077501 2.174794 1.413724 0.3 -0.1 0.0 0.49
H -0.290981 2.197971 2.832335 0.4 0.1 0.2 0.48
O 4.277606 1.901452 -1.532310 0.0 0.0 0.2 -0.94
H 4.075735 1.879270 -0.589657 -0.1 0.0 0.0 0.47
H 5.044700 1.327179 -1.611385 0.0 0.0 -0.1 0.47
O -1.907362 2.316437 1.539860 -0.8 0.3 -0.3 -1.00
H -2.036812 2.630314 0.617159 -0.2 -0.3 0.2 0.51
H -2.368561 1.483054 1.648459 -0.2 -0.1 -0.2 0.47
O 3.523523 1.703277 2.571110 -0.3 -0.1 0.1 -0.96
H 3.450238 2.581357 2.184823 0.0 0.0 0.1 0.47
H 2.609460 1.516075 2.847118 0.2 0.1 -0.3 0.49
```
Positions in Å, forces in eV/Å.

=====

[3]
This record from OMol25 describes C37H30N2O4P2S6Ti as an isolated structure. The level of theory is ωB97M-V/def2-TZVPD.

## Properties
Spin multiplicity: 1
Relative energy (zero: lowest compared OMol25 entry of this formula, charge and spin), eV: 0.163
Total charge: -2
Strongest force on any atom, eV Å⁻¹: 0.7
Kohn-Sham gap, eV: 5.6

The geometry in XYZ format:
```
82
Properties=species:S:1:pos:R:3:forces:R:3:lowdin_charge:R:1
Ti 0.972748 0.090917 1.591028 0.0 0.2 0.6 0.64
O 0.154951 -3.216490 -0.697004 0.0 0.0 0.0 0.09
C 0.690815 -2.374123 0.211321 -0.1 0.1 -0.1 -0.46
O 0.220357 -1.163289 0.308027 0.0 -0.1 0.0 -0.18
C 1.729189 -2.672457 1.051412 0.1 -0.1 0.1 -0.20
C 2.466995 -3.878837 1.279039 0.0 0.0 -0.1 -0.02
C 3.459162 -3.896128 2.197998 0.0 0.0 0.1 -0.10
C 3.789404 -2.692912 2.934938 0.0 -0.1 -0.1 -0.02
C 3.072404 -1.578060 2.696345 0.0 0.1 -0.1 -0.20
N 2.036972 -1.538498 1.801909 0.0 0.0 -0.1 -0.03
C 3.282811 -0.206645 3.286034 0.1 0.0 -0.1 -0.54
O 4.177722 0.070828 4.052906 0.0 0.0 0.0 0.08
O 2.394854 0.640199 2.806331 -0.1 0.0 0.0 -0.19
H -0.711331 -2.852803 -0.938502 0.0 0.0 0.0 0.11
H 2.207293 -4.760623 0.707001 0.0 0.0 0.0 0.11
H 4.015317 -4.805627 2.386818 0.0 0.0 0.0 0.08
H 4.597018 -2.662325 3.652571 0.0 0.0 0.0 0.11
N -0.298061 1.824423 0.850096 0.0 0.0 -0.1 -0.04
C -0.030940 2.596054 -0.340058 0.0 0.0 0.1 -0.34
C -0.940277 3.567344 -0.751014 0.0 0.1 0.0 -0.07
C -0.671823 4.320631 -1.877251 0.0 0.0 0.0 -0.07
C 0.504643 4.128534 -2.597946 0.0 0.0 0.0 -0.09
C 1.408838 3.168817 -2.188249 0.0 0.0 0.0 -0.08
C 1.139859 2.394670 -1.058554 0.0 0.0 0.0 -0.30
P 2.200794 1.062740 -0.464822 0.1 0.0 -0.2 1.12
C 3.886872 1.745045 -0.464302 0.0 0.0 0.1 -0.33
C 4.688619 1.783906 -1.603627 0.0 0.0 0.0 -0.10
C 5.950683 2.355175 -1.547512 0.0 0.0 0.0 -0.09
C 6.421027 2.886386 -0.353240 0.0 0.0 0.0 -0.10
C 5.630939 2.841897 0.785784 0.0 0.0 0.0 -0.07
C 4.367178 2.269693 0.734799 0.0 0.0 0.0 -0.06
C 2.195758 -0.175804 -1.794668 0.0 0.0 0.0 -0.35
C 1.146546 -0.245209 -2.707929 0.0 0.0 0.0 -0.07
C 1.077300 -1.301598 -3.604856 0.0 0.0 0.0 -0.07
C 2.046459 -2.293959 -3.592723 0.0 0.0 0.0 -0.09
C 3.082022 -2.240478 -2.669497 0.0 0.0 0.0 -0.09
C 3.150835 -1.191335 -1.766080 0.0 0.0 0.0 -0.10
H -1.243942 1.441088 0.764170 0.0 -0.1 -0.1 0.03
H -0.385762 2.535326 1.623554 0.0 0.0 0.0 -0.07
H -1.844584 3.715178 -0.177556 0.0 0.0 0.0 0.11
H -1.389031 5.064186 -2.200944 0.0 0.0 0.0 0.10
H 0.705867 4.723214 -3.480491 0.0 0.0 0.0 0.09
H 2.324248 3.005602 -2.745459 0.0 0.0 0.0 0.10
H 4.327628 1.354130 -2.530337 0.0 0.0 0.0 0.10
H 6.569752 2.381981 -2.436076 0.0 0.0 0.0 0.10
H 7.409349 3.328097 -0.310553 0.0 0.0 0.0 0.09
H 5.997968 3.239799 1.722908 0.0 0.0 0.0 0.10
H 3.757822 2.212886 1.629580 0.0 0.0 0.0 0.10
H 0.355914 0.495276 -2.694693 0.0 0.0 0.0 0.08
H 0.243833 -1.355976 -4.293676 0.0 0.0 0.0 0.11
H 1.979393 -3.125550 -4.283446 0.0 0.0 0.0 0.10
H 3.821849 -3.030569 -2.631417 0.0 0.0 0.0 0.10
H 3.940814 -1.171627 -1.022478 0.0 0.0 0.0 0.12
S -0.829135 4.238859 2.894044 0.0 -0.1 -0.1 -0.19
S -1.995332 2.785779 3.767177 0.0 0.0 0.1 -0.25
S -0.770100 1.274344 4.446954 0.0 0.0 0.0 -0.09
S -0.823849 -0.312931 3.095130 0.0 0.0 0.0 0.08
S -5.346011 -0.707445 -3.076644 0.0 0.0 0.0 0.08
P -4.237120 -0.322500 -1.471874 0.0 0.0 -0.1 -0.03
S -2.599529 0.799888 -1.654016 0.0 -0.1 0.0 0.22
C -3.779685 -1.909974 -0.654698 0.0 0.0 0.0 -0.36
C -2.876465 -1.896067 0.407931 0.0 0.0 0.0 -0.12
C -2.559020 -3.066348 1.081209 0.0 0.0 0.0 -0.09
C -3.128536 -4.270675 0.684384 0.0 0.0 0.0 -0.10
C -4.016961 -4.293969 -0.381332 0.0 0.0 0.0 -0.11
C -4.347386 -3.117023 -1.043663 0.0 0.0 0.0 -0.12
C -5.284069 0.417078 -0.148024 0.0 0.0 0.0 -0.37
C -4.693244 1.044673 0.946345 0.0 0.0 0.0 -0.10
C -5.468987 1.576760 1.965169 0.0 0.0 0.0 -0.08
C -6.853444 1.490868 1.895496 0.0 0.0 0.0 -0.11
C -7.451784 0.872744 0.805961 0.0 0.0 0.0 -0.11
C -6.671243 0.337519 -0.210980 0.0 0.0 0.0 -0.12
H -2.406426 -0.967613 0.704031 0.0 0.0 0.0 0.04
H -1.861220 -3.029932 1.909802 0.0 0.0 0.0 0.09
H -2.872325 -5.188207 1.201266 0.0 0.0 0.0 0.09
H -4.457190 -5.232322 -0.699871 0.0 0.0 0.0 0.09
H -5.041263 -3.116472 -1.875633 0.0 0.0 0.0 0.05
H -3.615726 1.135933 1.003590 0.0 0.0 0.0 0.06
H -4.978699 2.061914 2.800318 0.0 0.0 0.0 0.08
H -7.463457 1.911017 2.687099 0.0 0.0 0.0 0.09
H -8.532526 0.809076 0.743358 0.0 0.0 0.0 0.09
H -7.124339 -0.138071 -1.072135 0.0 0.0 0.0 0.05
```
Positions in Å, forces in eV/Å.

=====

[4]
This record from OMol25 describes one molecule with the formula C2H4O5S2 at a distorted geometry. The level of theory is ωB97M-V/def2-TZVPD.

## Properties
SMILES: CC1(O)OS(=O)#S(=O)O1
Spin multiplicity: 1
Relative energy (zero: lowest compared OMol25 entry of this formula, charge and spin), eV: 0.000
Total charge: 0
Strongest force on any atom, eV Å⁻¹: 4.7
Kohn-Sham gap, eV: 9.5

The geometry in XYZ format:
```
13
Properties=species:S:1:pos:R:3:forces:R:3:nbo_charge:R:1
C 1.535012 0.635269 0.583066 -1.0 3.8 -1.5 -0.66
C 0.259717 0.402049 -0.278313 1.0 -0.9 -0.2 0.77
O 0.200075 0.936048 -1.526830 -0.2 0.6 0.6 -0.68
O -0.876113 0.623685 0.372070 -0.1 0.6 0.8 -0.68
S -2.219517 -0.003051 -0.410631 2.5 0.5 -3.5 1.34
O -3.217467 -0.050959 0.546264 -3.4 -0.3 3.3 -0.88
S -1.119435 -1.949486 -0.302767 -0.2 -0.7 1.3 1.29
O -1.302847 -2.270562 1.130514 0.4 0.3 -1.4 -0.90
O 0.231850 -1.182548 -0.632124 0.4 0.7 0.7 -0.80
H 1.223538 0.233699 1.478939 0.1 -0.9 2.3 0.24
H 1.853777 1.787715 0.718491 -1.4 -2.4 -0.3 0.24
H 2.422021 0.225314 0.199793 0.8 -1.2 -0.7 0.23
H 1.009390 0.612826 -1.878472 1.2 -0.1 -1.5 0.48
```
Positions in Å, forces in eV/Å.

=====

[5]
This record from OMol25 describes C15H13N5PtS2 as an isolated structure at a distorted geometry. The level of theory is ωB97M-V/def2-TZVPD.

## Properties
Spin multiplicity: 1
Total charge: 0
Strongest force on any atom, eV Å⁻¹: 2.2
Kohn-Sham gap, eV: 6.2

The geometry in XYZ format:
```
36
Properties=species:S:1:pos:R:3:forces:R:3:nbo_charge:R:1
Pt -0.476915 0.179627 -0.003603 -1.8 0.9 -0.6 0.50
S 1.750906 0.009818 -0.023760 -0.2 -0.4 0.1 -0.04
C 2.110521 1.744588 0.028564 0.0 -0.2 0.0 0.10
N 3.338215 2.095707 0.038458 0.3 0.3 -0.2 -0.19
N 3.687151 3.388629 -0.118047 -0.3 0.4 0.0 -0.40
C 3.137093 4.410783 -0.934564 0.1 -0.5 0.3 0.14
C 2.250096 4.167590 -1.979993 0.0 -0.1 -0.2 -0.22
C 1.817931 5.216133 -2.774645 0.0 0.0 0.0 -0.21
C 2.250732 6.517561 -2.541792 0.0 -0.1 0.0 -0.25
C 3.143571 6.751904 -1.510181 0.1 -0.1 0.1 -0.19
C 3.587633 5.704657 -0.712267 0.0 0.2 0.1 -0.25
N 1.090990 2.686126 0.153951 0.6 0.1 0.0 -0.16
N -0.019171 2.163866 0.288439 -0.8 0.0 0.1 -0.19
C -1.123369 3.071245 0.473061 0.2 -0.1 0.1 0.16
C -1.044907 4.391442 0.052069 0.1 0.1 -0.2 -0.23
C -2.144474 5.213776 0.224104 0.0 0.0 0.0 -0.19
C -3.301389 4.727441 0.825897 0.0 0.0 0.0 -0.19
C -3.360959 3.411937 1.263111 0.0 0.0 -0.1 -0.20
C -2.266959 2.579028 1.080050 0.0 -0.1 0.1 -0.23
H 4.572092 3.589268 0.308524 0.2 0.0 -0.2 0.39
H 1.924190 3.159159 -2.198354 0.0 0.0 0.0 0.22
H 1.145080 5.010138 -3.597989 0.0 0.0 0.0 0.22
H 1.905729 7.331798 -3.164706 0.0 0.0 0.0 0.22
H 3.505738 7.755206 -1.323205 0.0 0.0 0.0 0.22
H 4.285472 5.893120 0.096784 0.0 0.0 0.0 0.21
H -0.139567 4.748682 -0.423217 0.0 0.0 0.0 0.24
H -2.101514 6.239645 -0.119056 0.0 0.0 0.0 0.22
H -4.157660 5.378159 0.953516 0.0 0.0 0.0 0.22
H -4.252076 3.024664 1.740049 0.0 0.0 0.0 0.24
H -2.285110 1.556435 1.438895 -0.1 0.0 0.0 0.23
S -3.018281 -0.510897 -1.284626 0.2 0.5 0.3 0.33
C -3.970234 -0.231296 0.093239 -0.1 0.0 0.2 0.03
N -4.613563 -0.034189 1.031629 0.1 0.0 -0.2 -0.33
C -1.642580 -1.430680 -0.554918 1.7 -0.7 0.3 -0.87
H -1.219601 -2.031151 -1.356014 -0.2 -0.1 -0.2 0.23
H -1.996352 -2.099713 0.222979 -0.1 0.0 0.1 0.23
```
Positions in Å, forces in eV/Å.

=====

E_tot values, unit Ha, following the record order: -1856.698787, -806.312619, -5760.107672, -1251.106334, -1768.761438.
LUMO values, unit eV, following the record order: 0.65, 0.30, 3.88, 0.43, -1.37.